# C38H79N4O6

5 unconnected molecules or ions with the total composition C38H79N4O6 in a non-equilibrium geometry (ωB97M-V/def2-TZVPD, OMol25).

Calculated values
electronic energy	-58923.789	eV
charge	-1
strongest force on any atom	0.127	hartree/bohr
relative energy (zero: lowest compared OMol25 entry of this formula, charge and spin)	648.9	kJ/mol
HOMO level	-3.0	eV

Each line ends with the Mulliken charge.
Atoms and positions in Å:
1 C 0.083 0.117 -0.411  -0.684
2 C -0.002 -1.076 -1.344  0.525
3 O -0.156 -2.176 -0.895  -0.718
4 O 0.068 -1.001 -2.576  -0.736
5 H 0.799 -0.036 0.396  0.207
6 H -0.893 0.236 0.060  0.141
7 H 0.445 1.046 -0.850  0.268
8 C -8.369 -1.291 6.239  -2.002
9 C -7.735 -0.487 5.125  1.510
10 C -8.843 0.135 4.178  -1.248
11 C -8.195 1.252 3.204  -0.684
12 C -7.691 2.354 4.048  -1.399
13 C -6.520 1.888 4.938  1.763
14 N -6.926 0.651 5.683  0.079
15 O -5.892 0.192 6.550  -0.449
16 C -5.291 1.601 3.982  -1.532
17 C -6.351 3.056 5.926  -1.949
18 C -6.834 -1.470 4.290  -1.447
19 H -7.616 -1.862 6.783  0.390
20 H -9.113 -2.006 5.887  0.345
21 H -8.793 -0.499 6.855  0.528
22 H -9.451 -0.637 3.705  0.334
23 H -9.435 0.522 5.007  0.452
24 H -8.945 1.664 2.529  0.366
25 H -7.443 0.854 2.522  0.373
26 H -8.505 2.572 4.740  0.422
27 H -7.451 3.342 3.654  0.532
28 H -4.467 1.350 4.650  0.437
29 H -5.349 0.690 3.386  0.281
30 H -4.863 2.344 3.310  0.358
31 H -5.440 2.862 6.491  0.371
32 H -6.344 4.069 5.523  0.379
33 H -7.175 3.189 6.627  0.434
34 H -7.093 -2.528 4.326  0.424
35 H -5.865 -1.463 4.788  0.309
36 H -6.745 -1.146 3.254  0.285
37 H -5.258 -0.237 5.971  0.336
38 C 5.553 -4.753 -1.629  -1.818
39 C 6.572 -5.567 -2.571  1.293
40 C 6.932 -6.776 -1.665  -1.132
41 C 7.693 -7.917 -2.448  -0.674
42 C 6.863 -8.356 -3.691  -1.175
43 C 6.498 -7.217 -4.660  1.389
44 N 5.859 -6.169 -3.839  0.029
45 O 5.403 -5.231 -4.574  -0.392
46 C 7.782 -6.819 -5.468  -1.630
47 C 5.426 -7.714 -5.687  -1.687
48 C 7.772 -4.605 -2.948  -1.537
49 H 5.360 -3.807 -2.134  0.460
50 H 5.888 -4.398 -0.654  0.358
51 H 4.518 -5.087 -1.566  0.437
52 H 7.510 -6.475 -0.791  0.460
53 H 6.005 -7.258 -1.353  0.409
54 H 7.737 -8.871 -1.924  0.372
55 H 8.720 -7.669 -2.718  0.334
56 H 6.009 -8.946 -3.356  0.415
57 H 7.562 -9.031 -4.184  0.326
58 H 7.592 -5.925 -6.062  0.358
59 H 8.649 -6.657 -4.829  0.338
60 H 8.028 -7.679 -6.091  0.483
61 H 4.584 -8.281 -5.291  0.374
62 H 4.990 -6.946 -6.326  0.364
63 H 5.941 -8.362 -6.396  0.403
64 H 7.957 -3.960 -2.088  0.460
65 H 7.506 -4.021 -3.829  0.324
66 H 8.721 -5.103 -3.148  0.326
67 H 6.186 -4.861 -4.989  0.334
68 C 2.277 5.388 4.939  -1.429
69 C 3.526 4.935 5.692  1.443
70 C 3.634 5.185 7.219  -1.280
71 C 2.882 4.159 8.019  -0.762
72 C 3.372 2.821 7.574  -1.102
73 C 3.226 2.474 6.123  1.251
74 N 3.819 3.543 5.290  0.451
75 O 3.827 3.268 3.933  -0.490
76 C 4.038 1.170 6.012  -1.888
77 C 1.676 2.047 5.945  -1.617
78 C 4.738 5.733 5.156  -2.050
79 H 2.058 6.332 5.437  0.418
80 H 1.369 4.787 4.991  0.293
81 H 2.477 5.557 3.881  0.294
82 H 4.644 5.473 7.511  0.433
83 H 3.183 6.126 7.534  0.430
84 H 1.796 4.200 7.935  0.311
85 H 3.035 4.239 9.095  0.420
86 H 2.721 2.156 8.141  0.395
87 H 4.400 2.685 7.908  0.360
88 H 3.538 0.336 6.506  0.368
89 H 4.019 0.987 4.938  0.513
90 H 5.064 1.197 6.380  0.374
91 H 1.452 1.590 4.981  0.388
92 H 1.540 1.207 6.626  0.457
93 H 1.003 2.880 6.144  0.332
94 H 4.864 6.772 5.460  0.353
95 H 4.640 5.547 4.086  0.485
96 H 5.644 5.292 5.570  0.476
97 H 4.732 2.976 3.799  0.374
98 C -4.208 -0.222 -7.334  -1.970
99 C -3.823 1.323 -7.258  1.659
100 C -4.315 1.917 -5.855  -1.220
101 C -3.712 3.294 -5.605  -0.620
102 C -2.185 3.149 -5.774  -1.209
103 C -1.736 2.660 -7.216  1.115
104 N -2.448 1.401 -7.577  0.369
105 O -2.111 0.964 -8.880  -0.467
106 C -1.946 3.904 -8.171  -1.646
107 C -0.248 2.441 -6.973  -1.843
108 C -4.686 2.092 -8.320  -1.765
109 H -3.996 -0.544 -8.354  0.472
110 H -5.187 -0.654 -7.126  0.357
111 H -3.528 -0.745 -6.662  0.440
112 H -5.400 2.016 -5.883  0.316
113 H -4.098 1.445 -4.897  0.474
114 H -3.920 3.490 -4.554  0.382
115 H -4.039 4.052 -6.316  0.291
116 H -1.755 2.427 -5.080  0.555
117 H -1.777 4.145 -5.598  0.417
118 H -1.251 4.660 -7.807  0.429
119 H -1.739 3.735 -9.227  0.342
120 H -2.997 4.187 -8.235  0.358
121 H -0.226 1.507 -6.412  0.516
122 H 0.006 2.214 -8.009  0.414
123 H 0.296 3.296 -6.574  0.324
124 H -5.014 3.102 -8.074  0.323
125 H -5.488 1.546 -8.815  0.394
126 H -4.130 2.396 -9.207  0.417
127 H -1.694 0.124 -8.675  0.375

# C29H22Cl3IrN2O2PS

A molecular structure, C29H22Cl3IrN2O2PS in a non-equilibrium geometry (ωB97M-V/def2-TZVPD, OMol25).

Calculated values
spin multiplicity	2
electronic energy	-98021.230	eV
charge	+2
strongest force on any atom	0.032	hartree/bohr
relative energy (zero: lowest compared OMol25 entry of this formula, charge and spin)	24.5	kJ/mol
HOMO level (spin up / spin down)	-13.8 / -13.8	eV

Each line ends with the natural charge from an NBO analysis.
Atoms and positions in Å:
1 Ir -0.692 -1.079 -0.617  0.882
2 O -2.691 -0.779 -0.620  -0.549
3 N -3.417 -1.754 -1.280  -0.031
4 C -4.745 -1.504 -1.263  0.051
5 C -5.610 -2.340 -1.912  -0.235
6 C -5.087 -3.439 -2.594  -0.114
7 C -3.733 -3.664 -2.599  -0.224
8 C -2.857 -2.803 -1.926  0.034
9 S -1.142 -3.039 -1.857  -0.081
10 H -5.024 -0.620 -0.712  0.250
11 H -6.670 -2.138 -1.891  0.261
12 H -5.747 -4.113 -3.122  0.254
13 H -3.307 -4.508 -3.123  0.258
14 Cl 3.700 2.592 -5.053  0.171
15 C 2.944 1.456 -4.049  0.055
16 C 1.580 1.634 -3.737  -0.223
17 C 0.982 0.735 -2.912  -0.087
18 Cl -0.698 0.867 -2.517  0.165
19 C 1.715 -0.380 -2.340  0.467
20 O 1.197 -1.204 -1.536  -0.600
21 C 3.082 -0.561 -2.769  -0.046
22 Cl 3.903 -1.941 -2.222  0.144
23 C 3.684 0.361 -3.581  -0.252
24 H 1.036 2.466 -4.161  0.270
25 H 4.718 0.247 -3.875  0.274
26 N -1.173 -2.062 1.113  -0.684
27 C -0.056 -2.037 2.069  0.124
28 C 0.190 -3.102 2.903  -0.215
29 C 1.230 -2.991 3.824  -0.148
30 C 1.972 -1.824 3.907  -0.204
31 C 1.694 -0.747 3.072  -0.104
32 C 0.676 -0.828 2.133  -0.397
33 P 0.230 0.495 0.921  1.062
34 C 1.771 1.255 0.382  -0.436
35 C 1.768 2.597 0.000  -0.134
36 C 2.935 3.186 -0.460  -0.220
37 C 4.111 2.449 -0.519  -0.174
38 C 4.120 1.114 -0.131  -0.211
39 C 2.952 0.512 0.310  -0.201
40 C -0.782 1.744 1.697  -0.343
41 C -0.328 2.448 2.814  -0.192
42 C -1.151 3.387 3.411  -0.192
43 C -2.421 3.625 2.893  -0.158
44 C -2.869 2.930 1.779  -0.193
45 C -2.049 1.985 1.178  -0.216
46 H -1.452 -3.015 0.863  0.427
47 H -1.989 -1.645 1.566  0.424
48 H -0.401 -4.007 2.846  0.238
49 H 1.459 -3.824 4.474  0.246
50 H 2.782 -1.755 4.620  0.245
51 H 2.294 0.152 3.145  0.224
52 H 0.860 3.185 0.074  0.227
53 H 2.934 4.229 -0.748  0.239
54 H 5.027 2.919 -0.851  0.239
55 H 5.039 0.543 -0.166  0.239
56 H 2.967 -0.530 0.604  0.236
57 H 0.662 2.271 3.218  0.223
58 H -0.805 3.935 4.276  0.240
59 H -3.062 4.357 3.364  0.240
60 H -3.854 3.121 1.377  0.232
61 H -2.400 1.433 0.308  0.226

# C31H57N2OP2ReS

A molecular structure, C31H57N2OP2ReS in a non-equilibrium geometry (ωB97M-V/def2-TZVPD, OMol25).

Calculated values
spin multiplicity	4
electronic energy	-69615.670	eV
charge	+3
strongest force on any atom	0.139	hartree/bohr
relative energy (zero: lowest compared OMol25 entry of this formula, charge and spin)	0.0	kJ/mol
HOMO level (spin up / spin down)	-16.6 / -17.6	eV

Each line ends with the Löwdin spin population.
Atoms and positions in Å:
1 C -1.983 1.105 -1.661  0.038
2 C -2.138 -1.211 -1.271  0.017
3 C -2.933 1.023 -2.679  0.145
4 C -3.240 -1.295 -2.166  0.151
5 C -3.620 -0.176 -2.870  0.009
6 H -3.122 1.912 -3.270  0.006
7 H -3.664 -2.285 -2.330  0.005
8 H -4.431 -0.229 -3.589  -0.002
9 N -1.734 0.045 -0.881  0.094
10 P -0.590 2.417 0.377  0.005
11 P 0.060 -2.359 0.178  0.047
12 C -1.172 2.347 -1.406  0.004
13 H -0.295 2.373 -2.077  0.001
14 H -1.768 3.233 -1.655  -0.001
15 C 1.424 -0.156 1.781  0.030
16 O 2.353 -0.322 2.495  0.081
17 C -1.352 -2.311 -0.898  0.401
18 H -1.736 -3.286 -1.245  0.010
19 C 1.077 -3.466 -1.149  0.038
20 C -0.110 -3.571 1.681  0.035
21 C 0.916 3.620 0.373  0.000
22 C -2.133 3.324 1.073  0.015
23 C 2.524 -3.093 -0.885  0.009
24 H 2.867 -3.355 0.121  0.000
25 H 3.183 -3.598 -1.608  0.003
26 H 2.642 -2.012 -1.008  0.002
27 C 0.890 -4.987 -1.087  0.004
28 H 1.200 -5.449 -0.146  0.000
29 H -0.141 -5.283 -1.321  0.000
30 H 1.522 -5.434 -1.874  0.002
31 C 0.669 -3.085 -2.578  0.027
32 H 1.368 -3.559 -3.286  0.002
33 H -0.336 -3.442 -2.833  0.004
34 H 0.692 -2.000 -2.745  0.008
35 C 1.281 -4.070 2.110  0.004
36 H 1.928 -3.227 2.395  0.000
37 H 1.156 -4.708 2.998  0.002
38 H 1.805 -4.667 1.362  0.000
39 C -0.701 -2.865 2.897  0.003
40 H -0.055 -2.058 3.262  0.000
41 H -1.693 -2.449 2.696  0.001
42 H -0.807 -3.596 3.715  0.000
43 C -1.093 -4.688 1.333  0.005
44 H -0.745 -5.367 0.554  0.000
45 H -1.252 -5.297 2.236  0.001
46 H -2.059 -4.269 1.024  0.003
47 C -1.868 3.568 2.558  0.007
48 H -2.751 4.065 2.984  0.002
49 H -1.735 2.602 3.074  0.002
50 H -0.986 4.191 2.744  0.000
51 C -3.347 2.395 0.932  0.001
52 H -3.642 2.239 -0.112  0.001
53 H -3.165 1.423 1.409  0.000
54 H -4.192 2.863 1.460  0.000
55 C -2.495 4.663 0.403  0.002
56 H -3.506 4.932 0.748  0.001
57 H -1.838 5.482 0.711  0.000
58 H -2.531 4.630 -0.692  0.000
59 C 1.550 3.548 -1.017  -0.001
60 H 0.964 4.084 -1.774  0.000
61 H 2.552 4.003 -0.986  0.000
62 H 1.671 2.504 -1.330  0.000
63 C 1.938 3.100 1.395  0.002
64 H 2.321 2.109 1.115  0.001
65 H 2.794 3.790 1.420  0.000
66 H 1.517 3.027 2.406  0.000
67 C 0.601 5.088 0.683  0.000
68 H -0.049 5.539 -0.075  0.000
69 H 0.174 5.242 1.680  0.000
70 H 1.548 5.650 0.653  0.000
71 Re -0.063 0.046 0.619  1.469
72 N 0.948 0.060 -0.941  -0.011
73 C 1.534 -0.219 -1.935  0.203
74 C 2.836 0.035 -2.742  0.017
75 C 2.915 -0.957 -3.892  0.004
76 C 2.833 1.437 -3.342  0.008
77 C 4.055 -0.110 -1.828  0.008
78 H 2.937 -1.992 -3.537  0.000
79 H 2.048 -0.831 -4.547  0.000
80 H 3.825 -0.783 -4.485  0.000
81 H 3.109 2.189 -2.595  0.000
82 H 3.576 1.506 -4.150  0.001
83 H 1.851 1.685 -3.767  0.000
84 H 4.964 0.209 -2.361  0.002
85 H 3.941 0.517 -0.931  0.000
86 H 4.219 -1.146 -1.504  0.000
87 C -2.985 -0.452 3.366  0.010
88 S -1.441 0.406 2.899  0.050
89 C -0.490 0.336 4.462  0.006
90 H -3.355 -1.033 2.513  0.000
91 H -3.741 0.296 3.649  0.001
92 H -2.782 -1.110 4.217  0.002
93 H -1.187 0.514 5.293  -0.001
94 H 0.000 -0.638 4.574  0.002
95 H 0.271 1.127 4.439  0.000

Question: Among the records above, which one has the highest charge?
Answer: C31H57N2OP2ReS